1.
Here is the molecule C6H12N2 from the OMol25 dataset. Energies are from the ωB97M-V functional and the def2-TZVPD basis.

```
20
Properties=species:S:1:pos:R:3:forces:R:3:lowdin_charge:R:1
C 2.534 -0.315 0.100 1.193 -1.637 1.286 -0.097
C 1.288 0.273 -0.389 -1.023 1.791 -0.401 -0.216
C 0.045 -0.579 -0.519 3.613 0.605 -3.887 -0.338
N -1.183 -0.476 -1.198 -0.176 -2.140 -1.442 -0.068
C -1.989 -0.427 0.118 -1.063 -0.453 -0.439 -0.138
C -0.936 -0.225 1.311 -3.210 5.877 -0.778 -0.097
C -0.020 0.625 0.392 2.153 -3.686 2.202 -0.408
N -0.604 1.692 -0.266 -3.162 0.457 -0.202 0.048
H 2.309 -1.050 0.921 0.198 0.705 -0.420 0.084
H 3.118 0.543 0.567 -0.025 -1.487 -0.836 0.101
H 3.046 -1.012 -0.671 -0.360 1.771 0.974 0.109
H 1.414 1.298 -0.791 0.436 -1.395 -0.919 0.132
H 0.312 -1.645 -0.352 -0.128 0.884 1.377 0.163
H -1.261 -1.379 -1.791 -0.666 1.966 1.533 0.145
H -2.500 0.630 0.070 -0.186 -2.854 0.252 0.133
H -2.421 -1.454 0.046 -1.185 1.288 1.001 0.114
H -1.416 0.506 2.050 0.083 -0.815 -0.781 0.117
H -0.615 -0.951 1.943 1.511 -2.698 0.856 0.062
H -0.036 2.457 -0.391 1.546 1.951 0.027 0.055
H -1.087 1.490 -1.149 0.450 -0.130 0.596 0.101
```
Positions in Å, forces in eV/Å.

Values from the calculation:
charge	0
ΔE to the lowest compared entry with this formula, charge and spin	145.1	kcal per mole
E_tot	-345.096680	hartree
LUMO level	1.0	eV
Kohn-Sham gap	0.3179	Ha

---

2.
Here is the molecule C23H27N3O2 from the OMol25 dataset. Energies are from the ωB97M-V functional and the def2-TZVPD basis.

```
55
Properties=species:S:1:pos:R:3:forces:R:3:lowdin_charge:R:1
C 0.579 -6.010 2.258 -0.157 0.405 0.142 -0.066
C 0.219 -4.796 3.099 0.197 -0.307 0.171 -0.268
O -0.444 -3.873 2.258 -0.100 0.091 -0.162 -0.052
C -0.876 -2.695 2.782 -0.094 0.200 -0.038 -0.270
C -1.532 -1.839 1.895 0.135 -0.232 0.014 0.004
C -2.008 -0.619 2.325 0.022 -0.091 0.081 -0.055
C -1.842 -0.209 3.645 -0.144 0.051 0.140 -0.259
C -2.288 1.155 4.087 0.295 0.110 0.003 -0.129
C -1.110 2.145 4.030 -0.300 0.134 0.154 -0.164
N -0.539 2.207 2.708 0.090 -0.311 0.082 0.073
C -0.752 3.243 1.865 0.166 -0.195 0.090 -0.452
O -1.301 4.273 2.206 -0.109 0.246 -0.052 0.068
C -0.219 3.044 0.481 -0.057 -0.210 -0.304 -0.119
C 0.201 4.196 -0.218 0.048 0.124 -0.108 -0.008
C 0.681 4.117 -1.494 -0.063 0.000 0.214 0.003
C 0.741 2.865 -2.138 -0.230 -0.532 0.432 -0.205
N 1.224 2.763 -3.393 0.141 0.046 -0.352 0.185
C 1.241 1.589 -3.968 -0.081 0.436 0.008 -0.224
C 1.859 1.535 -5.334 0.140 -0.104 0.022 -0.190
C 3.347 1.190 -5.224 -0.141 0.014 -0.102 -0.087
C 0.742 0.431 -3.295 -0.014 -0.157 0.426 -0.225
C 0.647 -0.916 -3.949 -0.115 0.031 -0.137 -0.190
C -0.668 -1.031 -4.724 0.164 -0.071 0.028 -0.087
N 0.293 0.507 -2.069 -0.047 -0.335 -0.117 0.186
C 0.287 1.708 -1.453 0.214 0.584 -0.314 -0.195
C -0.185 1.814 -0.133 -0.009 0.349 0.183 0.047
C -1.191 -1.065 4.520 -0.110 0.115 -0.151 -0.036
C -0.714 -2.297 4.105 0.170 -0.339 -0.053 -0.014
H 1.227 -5.713 1.437 0.083 -0.016 -0.074 0.077
H -0.321 -6.455 1.844 -0.064 -0.086 -0.036 0.077
H 1.093 -6.745 2.871 0.055 -0.089 0.044 0.075
H 1.128 -4.341 3.517 -0.145 -0.009 -0.001 0.125
H -0.440 -5.091 3.928 0.085 0.099 -0.059 0.125
H -1.655 -2.157 0.871 -0.020 -0.044 -0.134 0.120
H -2.524 0.026 1.629 -0.059 0.067 -0.074 0.115
H -2.663 1.123 5.111 -0.075 0.015 0.008 0.116
H -3.083 1.520 3.435 -0.042 0.031 0.048 0.119
H -1.451 3.153 4.276 0.116 -0.114 0.049 0.119
H -0.334 1.839 4.740 -0.084 0.064 -0.010 0.123
H -0.120 1.360 2.357 0.041 0.141 -0.074 0.126
H 0.127 5.144 0.294 -0.011 0.076 0.014 0.118
H 1.014 4.989 -2.034 0.047 0.088 -0.049 0.114
H 1.353 0.803 -5.963 -0.036 0.011 -0.056 0.099
H 1.757 2.521 -5.788 -0.107 -0.080 0.010 0.114
H 3.799 1.162 -6.213 0.104 -0.030 -0.052 0.071
H 3.490 0.222 -4.749 0.067 -0.091 0.035 0.068
H 3.858 1.943 -4.629 0.067 0.047 0.050 0.077
H 1.490 -1.085 -4.619 0.049 -0.048 0.005 0.099
H 0.662 -1.672 -3.163 0.114 0.063 -0.032 0.113
H -1.509 -0.900 -4.048 -0.091 0.012 0.037 0.077
H -0.745 -2.011 -5.190 -0.071 -0.059 -0.077 0.071
H -0.733 -0.272 -5.501 -0.052 0.052 -0.093 0.069
H -0.536 0.910 0.343 -0.039 -0.096 0.072 0.102
H -1.055 -0.771 5.551 0.013 0.030 0.122 0.116
H -0.219 -2.935 4.820 0.048 -0.084 0.027 0.102
```
Positions in Å, forces in eV/Å.

Values from the calculation:
charge	0
ΔE to the lowest compared entry with this formula, charge and spin	25.7	kcal per mole
E_tot	-1207.429604	hartree
LUMO level	-0.1	eV
Kohn-Sham gap	0.3081	Ha

---

3.
Here is the ion C10H12N with charge +1 from the OMol25 dataset. Energies are from the ωB97M-V functional and the def2-TZVPD basis.

```
23
Properties=species:S:1:pos:R:3:forces:R:3:lowdin_charge:R:1
C 2.979 -1.039 0.025 1.873 1.506 -2.724 -0.049
C 1.554 -0.805 -0.134 -2.777 3.503 -0.458 -0.147
C 0.516 -1.631 -0.113 1.788 -3.457 0.354 0.003
C -0.789 -1.034 -0.196 0.666 -1.130 0.843 -0.154
C -2.024 -1.574 0.114 0.408 2.619 -1.212 0.055
C -3.056 -0.652 0.138 -2.699 -1.837 0.622 -0.038
C -2.855 0.679 0.007 1.542 4.023 0.620 -0.019
C -1.526 1.199 -0.155 -4.141 1.162 -0.598 0.013
N -0.603 0.287 -0.357 0.498 1.777 1.071 -0.005
C 0.774 0.749 -0.450 2.244 -4.645 0.826 -0.153
C 1.113 1.922 0.391 -0.032 0.359 -2.825 -0.011
H 3.510 -0.627 -0.993 -1.083 -0.933 2.378 0.157
H 3.240 -2.103 0.070 -0.091 0.369 0.373 0.090
H 3.390 -0.404 0.831 -0.041 -0.628 -0.242 0.096
H 0.780 -2.748 0.047 -1.217 1.877 -0.325 0.171
H -2.196 -2.582 0.262 -0.035 -1.830 0.286 0.113
H -4.117 -1.020 0.328 1.553 0.512 -0.230 0.158
H -3.594 1.491 0.222 0.268 -1.309 -0.492 0.138
H -1.395 2.374 -0.231 0.209 -3.012 0.168 0.194
H 0.881 0.828 -1.487 0.914 0.730 -1.682 0.144
H 0.729 1.787 1.314 -0.649 -0.606 3.475 0.067
H 0.535 2.744 0.012 0.249 0.863 -0.350 0.073
H 2.154 2.159 0.357 0.553 0.086 0.120 0.103
```
Positions in Å, forces in eV/Å.

Values from the calculation:
charge	+1
ΔE to the lowest compared entry with this formula, charge and spin	33.6	kcal per mole
E_tot	-442.704094	hartree
LUMO level	-4.1	eV
Kohn-Sham gap	0.3281	Ha

---

4.
Here is the molecule C5H10NO from the OMol25 dataset. Energies are from the ωB97M-V functional and the def2-TZVPD basis.

```
17
Properties=species:S:1:pos:R:3:forces:R:3:lowdin_charge:R:1
O -1.959 0.777 -1.149 -0.299 -0.040 0.000 0.033
C -1.526 -0.146 -1.784 0.686 0.348 -0.046 -0.265
C -0.048 -0.518 -1.706 0.524 -0.059 -0.086 -0.150
C 0.543 -0.817 -0.301 -0.745 -0.564 1.668 -0.179
C 0.272 0.109 0.863 1.802 -0.205 -0.250 -0.437
C -0.783 0.045 1.669 -2.996 -0.293 1.818 -0.039
N 1.289 1.103 1.277 2.227 -3.275 1.676 0.091
H -2.157 -0.628 -2.558 0.106 -0.296 0.192 0.115
H 0.443 0.353 -2.164 0.096 -0.048 0.191 0.110
H 0.230 -1.365 -2.337 -0.374 -0.001 -0.128 0.101
H 0.110 -1.749 0.120 -0.268 0.301 -0.734 0.118
H 1.583 -1.150 -0.266 0.235 0.546 -0.836 0.095
H -1.077 0.641 2.528 1.067 0.462 -0.034 0.021
H -1.618 -0.644 1.565 0.346 -0.175 -0.850 0.046
H 0.880 1.989 1.561 -0.949 1.856 0.352 0.021
H 1.936 1.246 0.495 0.368 0.275 0.218 0.099
H 1.882 0.753 2.187 -1.824 1.169 -3.150 0.220
```
Positions in Å, forces in eV/Å.

Values from the calculation:
charge	0
ΔE to the lowest compared entry with this formula, charge and spin	70.1	kcal per mole
E_tot	-326.307519	hartree
<S²>	0.753
LUMO level (spin up / spin down)	0.3 / 0.3	eV
2S+1	2
Kohn-Sham gap (spin up / spin down)	0.1260 / 0.3372	Ha

---

5.
Here is a structure of composition C24H60F2N5O16S3Sn3 from the OMol25 dataset. Energies are from the ωB97M-V functional and the def2-TZVPD basis.

```
113
Properties=species:S:1:pos:R:3:forces:R:3:lowdin_charge:R:1
Sn -1.119 -1.640 2.651 0.286 -0.138 -0.054 1.419
Sn -9.196 0.114 2.393 0.192 0.056 0.045 1.136
Sn -6.196 6.991 -2.167 0.264 -0.167 0.222 1.168
S -4.387 1.934 -0.423 1.193 -0.052 0.516 0.170
O -3.730 0.794 -1.016 0.369 -0.556 -0.641 -0.258
O -4.573 1.632 0.993 -0.209 -0.052 1.208 -0.270
O -3.630 3.166 -0.664 0.613 0.550 0.005 -0.242
O -5.691 2.259 -0.953 -2.230 0.196 -0.881 -0.228
N -3.248 -0.444 7.557 -1.033 -0.983 2.311 -0.222
S -4.371 0.559 7.909 -2.311 8.319 -3.348 0.401
O -4.336 1.343 9.106 -0.373 -1.930 0.998 -0.220
O -5.637 0.402 7.234 0.340 -1.159 0.709 -0.281
F -3.730 1.687 6.989 0.476 0.754 -1.483 -0.233
S -3.668 -1.390 8.813 3.746 -7.206 3.048 0.533
O -4.826 -2.236 8.674 -0.709 2.033 0.048 -0.251
O -3.192 -1.113 10.181 -1.023 0.333 -3.476 -0.235
F -2.634 -2.486 8.223 0.940 -0.188 0.685 -0.247
C -5.890 8.472 3.295 0.421 0.502 -0.721 -0.058
O -4.659 8.207 2.528 -3.603 -1.675 -0.891 -0.197
C -3.602 8.815 3.122 0.666 -0.303 1.897 -0.271
C -2.277 8.148 2.731 -0.627 0.430 -0.205 -0.164
N -1.959 8.382 1.355 0.920 0.271 -0.813 0.006
C -1.147 9.560 0.977 -1.579 -0.120 1.310 -0.144
C 0.317 9.403 1.235 2.307 0.345 -0.410 -0.220
O 0.692 9.470 2.577 -3.637 -0.888 1.120 -0.181
C 1.994 9.417 2.954 2.566 1.159 -0.909 -0.126
H -6.844 8.189 2.851 0.491 -0.354 -1.165 0.074
H -5.947 9.559 3.355 -0.083 0.027 0.715 0.091
H -5.984 7.945 4.245 0.949 0.283 0.333 0.095
H -3.698 8.599 4.186 0.295 0.378 0.514 0.125
H -3.718 9.892 2.996 0.852 0.327 -0.168 0.134
H -2.327 7.064 2.832 -0.446 0.071 0.375 0.133
H -1.547 8.501 3.460 0.475 0.249 -0.235 0.130
H -1.711 7.514 0.902 0.179 0.221 -0.323 0.117
H -1.535 10.351 1.620 0.168 0.215 0.144 0.130
H -1.403 9.916 -0.021 0.421 -0.462 -0.220 0.125
H 0.887 10.207 0.770 -0.286 0.393 -0.722 0.136
H 0.721 8.497 0.784 -0.094 -0.464 -0.148 0.125
H 2.188 9.061 3.966 -0.533 -0.185 -0.160 0.102
H 2.400 10.424 2.862 0.171 0.471 0.529 0.095
H 2.645 8.930 2.228 -0.113 -0.937 -0.007 0.090
C -1.083 -4.619 -6.254 0.432 -1.236 -0.303 -0.037
O -0.388 -5.900 -6.561 -2.130 0.640 1.129 -0.155
C 0.592 -5.995 -7.511 1.438 3.777 -0.085 -0.314
C 0.836 -7.249 -8.147 -1.673 -3.801 -0.536 -0.209
N 1.172 -8.338 -7.218 1.131 1.277 -0.305 0.042
C 2.554 -8.259 -6.720 -0.489 -1.043 -0.184 -0.187
C 2.937 -9.362 -5.786 -0.914 -0.609 1.111 -0.218
O 1.981 -9.498 -4.707 1.062 -0.236 -0.239 -0.181
C 2.333 -10.643 -3.945 -0.569 -0.637 0.604 -0.127
H -1.528 -4.016 -7.045 0.403 -0.635 -1.006 0.081
H -0.437 -3.906 -5.741 0.162 -0.402 0.453 0.079
H -1.956 -4.951 -5.692 0.417 0.124 0.460 0.084
H 1.574 -5.789 -7.084 0.231 1.202 0.261 0.124
H 0.349 -5.387 -8.382 0.284 0.908 0.148 0.140
H 1.505 -7.118 -8.997 0.175 -0.255 0.269 0.145
H -0.166 -7.483 -8.507 -0.053 -0.685 -0.725 0.137
H 0.507 -8.212 -6.469 -0.052 -0.627 0.488 0.113
H 2.787 -7.340 -6.182 -0.107 0.555 -0.245 0.123
H 3.250 -8.437 -7.539 -0.077 0.679 -0.344 0.136
H 3.920 -9.105 -5.392 0.201 -0.149 0.187 0.127
H 2.999 -10.338 -6.269 0.029 0.015 -0.337 0.128
H 1.628 -10.806 -3.130 -0.213 0.519 -0.029 0.083
H 3.320 -10.635 -3.481 0.291 0.540 -0.182 0.087
H 2.276 -11.580 -4.498 0.031 0.081 -0.590 0.089
C 3.765 -3.210 0.699 -0.476 -0.412 0.936 -0.092
O 2.425 -3.633 0.437 -0.760 -0.322 0.049 -0.228
C 2.264 -4.417 -0.735 0.508 0.732 -0.956 -0.222
C 0.869 -5.013 -1.022 -0.020 -0.011 2.290 -0.159
N 0.362 -5.747 0.178 1.185 -1.015 -0.681 -0.012
C 1.081 -7.033 0.577 -1.518 1.261 1.375 -0.139
C 0.599 -7.356 1.992 0.057 1.174 1.975 -0.194
O 0.763 -6.224 2.934 0.952 0.055 -1.209 -0.236
C 2.162 -5.979 3.317 -1.212 -2.082 0.577 -0.076
H 3.642 -2.929 1.745 0.745 0.282 -0.024 0.087
H 4.189 -2.391 0.119 -0.621 0.220 -0.348 0.091
H 4.493 -4.019 0.629 -0.152 -0.351 0.026 0.091
H 3.045 -5.176 -0.757 -0.042 -0.300 -0.004 0.117
H 2.486 -3.698 -1.524 0.042 -0.375 -0.753 0.123
H 0.866 -5.668 -1.893 0.413 0.115 -0.257 0.123
H 0.142 -4.215 -1.171 0.097 0.093 -0.235 0.108
H -0.618 -5.958 0.051 -0.131 -0.066 0.064 0.104
H 2.159 -6.894 0.649 -0.129 0.081 -0.593 0.110
H 0.772 -7.910 0.008 0.372 0.131 -0.684 0.125
H 1.046 -8.244 2.439 0.784 -0.035 -0.267 0.121
H -0.450 -7.626 2.111 -0.303 0.488 -0.647 0.119
H 2.219 -5.200 4.078 -0.244 0.163 -0.391 0.084
H 2.925 -5.887 2.544 -0.480 0.518 -0.447 0.073
H 2.385 -6.921 3.818 0.672 0.060 0.365 0.085
C 1.924 2.406 3.915 0.967 0.636 0.875 -0.132
O 1.981 2.370 2.491 0.144 -0.436 0.472 -0.189
C 1.554 3.625 1.963 -0.799 0.188 -0.823 -0.208
C 1.793 3.775 0.433 0.262 -0.863 0.277 -0.189
N 1.095 2.723 -0.314 1.166 0.109 -0.444 -0.069
C 1.627 2.610 -1.697 -1.068 -0.495 -0.598 -0.191
C 1.511 3.793 -2.687 1.123 0.931 0.148 -0.200
O 2.611 4.727 -2.405 -1.404 1.358 -0.911 -0.222
C 2.348 6.083 -2.981 0.423 -1.312 1.028 -0.064
H 2.306 1.574 4.507 0.452 -0.923 -1.217 0.081
H 0.968 2.519 4.427 -0.708 0.617 -0.786 0.082
H 2.600 3.190 4.255 -0.250 0.458 0.138 0.090
H 1.995 4.474 2.485 0.279 -0.049 0.167 0.117
H 0.484 3.630 2.173 -0.405 0.515 -0.153 0.110
H 2.861 3.746 0.214 0.060 -0.275 0.130 0.124
H 1.441 4.652 -0.109 0.184 1.095 1.301 0.108
H 0.158 3.094 -0.379 -0.446 -0.420 -0.287 0.094
H 1.052 1.749 -2.040 -0.015 0.106 -0.793 0.105
H 2.664 2.281 -1.771 0.105 0.114 0.721 0.123
H 0.544 4.296 -2.717 -0.297 0.283 0.844 0.104
H 1.607 3.547 -3.744 0.284 -0.889 -0.024 0.115
H 1.473 6.504 -2.485 -0.233 -0.029 -0.097 0.068
H 2.228 6.112 -4.064 -0.138 -0.488 -0.048 0.082
H 3.187 6.740 -2.749 0.151 -0.399 0.173 0.084
```
Positions in Å, forces in eV/Å.

Values from the calculation:
charge	+3
ΔE to the lowest compared entry with this formula, charge and spin	482.9	kcal per mole
E_tot	-4463.138748	hartree
LUMO level	-11.8	eV
Kohn-Sham gap	0.0327	Ha